120
Properties=species:S:1:pos:R:3:mulliken_charge:R:1 method="wB97M-V/def2-TZVPD" e_homo_ev=-10.52 multiplicity=1 relative_energy_kcal_mol=296.3
H 1.5231 -3.0957 -0.7045 0.19
H 0.4759 -3.2767 0.3261 0.08
O 0.6302 -3.2674 -0.5340 -0.26
H 0.0639 3.2385 -1.2703 -0.02
H -0.5746 2.3921 -2.6680 0.00
O 0.1298 2.3943 -1.7813 0.12
H -1.3032 1.7229 5.0706 0.32
H 0.1768 1.2965 5.4905 0.30
O -0.7894 1.0605 5.5403 -0.63
H 0.0388 -1.8626 -4.9255 0.26
H -1.3000 -2.4727 -5.0088 0.28
O -0.3625 -2.6800 -5.0056 -0.59
H -2.0430 4.0914 -2.5231 0.25
H -2.6671 5.5219 -2.6887 0.26
O -2.0745 4.9351 -3.0269 -0.57
H 2.4608 -0.8848 -1.3205 0.23
O 2.2891 -1.6741 -1.6888 -0.26
H 2.5352 5.2106 -0.4750 0.28
O 1.7098 5.2534 -1.0440 -0.64
H 3.9253 -4.2393 3.4544 0.26
H 3.2570 -4.8670 2.2462 0.37
O 3.6216 -3.9353 2.5702 -0.59
H 5.5484 -0.3295 -1.0482 0.35
H 4.7062 -0.4063 -2.3940 0.29
O 5.4126 -0.8908 -1.8175 -0.60
H 1.3809 0.2762 3.9856 0.16
H 2.7107 0.7180 3.1952 0.27
O 2.0156 -0.0133 3.2666 -0.51
H 0.0404 -5.5869 3.4341 0.37
H -0.5154 -6.1279 1.9016 0.32
O -0.0977 -6.3463 2.7523 -0.76
H -1.3645 -2.2113 -1.0408 0.38
O -2.3289 -2.0608 -0.7053 -0.20
H -0.1433 2.4398 2.3074 0.33
H -0.2484 0.9020 2.0853 0.04
O 0.0417 1.6994 1.6548 -0.42
H 2.0978 -3.7973 5.0004 0.29
H 1.0347 -3.1659 4.1714 0.32
O 1.1495 -3.8386 4.8145 -0.59
H 2.4944 4.3957 2.8534 0.33
H 1.4351 5.0247 3.7073 0.25
O 1.9898 4.3111 3.6253 -0.57
H 0.3165 -4.2985 -2.6727 0.37
H -0.1098 -5.7835 -3.0554 0.28
O 0.3010 -4.9849 -3.3861 -0.64
H 5.8119 -1.1987 3.2988 0.33
H 4.8543 -1.9881 4.2695 0.29
O 5.1691 -1.0887 4.0793 -0.59
H -2.1868 -0.0309 -4.3270 0.33
H -1.8204 -0.7387 -3.0829 0.22
O -2.5782 -0.2960 -3.4169 -0.60
H 1.3910 -6.2910 1.8088 0.45
O 2.2883 -6.1416 1.4726 -0.73
H -4.8619 0.6591 3.3777 0.34
H -3.9676 0.4338 2.3019 0.36
O -4.9955 0.4400 2.4390 -0.67
H -4.3332 -3.0388 -2.9994 0.22
O -4.3852 -2.1291 -2.9766 -0.49
H 6.1658 3.0177 0.1929 0.32
H 5.8310 3.3502 1.6643 0.30
O 5.6593 2.5894 1.0081 -0.63
H 1.3098 2.3635 -5.1787 0.30
H 0.3384 3.1107 -4.3186 0.26
O 0.9649 2.3145 -4.3041 -0.67
H 3.5055 3.0017 1.1287 0.22
H 1.8783 2.9967 1.4613 0.12
O 2.6448 3.4104 0.9235 -0.34
H -1.7750 2.6424 -5.0426 0.26
H -2.5126 2.0056 -3.9175 0.19
O -2.0575 2.7486 -4.1591 -0.47
H -1.6234 2.7481 1.4213 0.31
H -1.9053 4.2058 1.7269 0.29
O -1.1137 3.6489 1.5091 -0.61
H 3.0927 -0.0722 -4.4921 0.29
H 3.9342 -1.1729 -3.9888 0.26
O 3.0695 -0.9075 -3.8791 -0.61
H 0.2683 -0.5167 -2.1597 0.05
H 0.2968 -2.1493 -2.1459 0.00
O -0.2310 -1.2657 -2.3814 0.10
H -4.6367 3.0117 2.8075 0.28
H -4.0302 3.3716 4.3051 0.26
O -3.8496 3.1234 3.3966 -0.54
H -2.1497 0.2867 0.6566 -0.20
H -3.1777 1.1471 0.1451 -0.22
O -2.3197 1.1816 0.6002 1.08
H -5.6094 0.8048 -1.1318 0.34
H -5.0765 -0.4130 -0.5610 0.13
O -4.7248 0.5015 -0.7367 -0.64
H 4.1467 1.4267 4.1654 0.26
O 3.7339 2.2405 3.8645 -0.48
H 3.3683 1.5715 -0.7884 0.36
H 3.6961 2.3788 -1.9798 0.23
O 4.2043 1.8572 -1.3626 -0.59
H 2.1083 -6.0894 0.4745 0.31
H 2.8271 -1.6255 -2.4344 0.15
H -4.3302 -1.5493 -3.7578 0.23
H 1.0937 5.0305 -0.3584 0.27
H -2.6405 -1.3760 -1.3546 -0.11
H 3.4221 2.7810 4.4927 0.20
O -3.0352 -0.3559 3.8208 -0.63
H -2.2850 -0.4764 4.3668 0.24
H -3.4014 -1.2196 3.4046 0.31
O 4.0672 2.1347 -4.7480 -0.63
H 4.5141 2.2833 -3.9722 0.27
H 3.1080 2.2434 -4.6881 0.34
O -3.8125 -4.4134 -0.4745 -0.63
H -3.7594 -4.6778 -1.3512 0.30
H -3.4009 -3.5163 -0.5714 0.31
O -2.4755 -2.3803 1.8258 -0.47
H -3.1045 -2.8979 1.9364 0.23
H -2.0932 -2.1546 1.0599 0.20
O 1.9844 0.7326 -0.9057 -0.35
H 1.9086 0.7786 0.0227 0.37
H 1.3556 1.3612 -1.1291 -0.17
O -4.9492 2.9976 -0.2960 -0.61
H -4.5125 2.2139 -0.2596 0.22
H -5.5314 3.2042 0.3831 0.24
O -6.3857 -2.0751 -0.7811 -0.65
H -5.8183 -1.9958 -1.6176 0.35
H -6.1457 -2.8957 -0.4510 0.31

11
Properties=species:S:1:pos:R:3:mulliken_charge:R:1 method="wB97M-V/def2-TZVPD" e_homo_ev=-7.77 multiplicity=1
O -0.0379 1.7903 -2.3150 -0.80
In -0.3642 -0.1163 -1.6102 0.66
H -0.5744 1.8557 -3.1099 0.25
H -2.0283 -0.2136 -0.9988 -0.33
H -0.1233 -1.2810 -2.8932 -0.30
H 0.8231 -0.3897 -0.2358 -0.38
N 0.4632 -0.3312 2.2552 -0.52
H 1.0391 -1.0192 1.7576 0.35
H -0.4982 -0.4475 1.9184 0.32
H 0.5187 -0.4433 3.2681 0.38
H 0.7823 0.5956 1.9636 0.37

13
Properties=species:S:1:pos:R:3:nbo_charge:R:1 method="wB97M-V/def2-TZVPD" e_homo_ev=-16.04 charge=+1 multiplicity=1 relative_energy_kcal_mol=26.0
Li 0.1668 0.0114 -0.0162 0.92
O -0.0923 -0.3494 -1.9295 -0.99
H -0.8344 -0.9345 -2.4919 0.52
H 0.5718 -0.3774 -2.5617 0.49
O 1.7656 0.7099 0.9833 -0.98
H 2.4450 0.2691 1.4519 0.50
H 2.2974 1.4985 0.6276 0.51
O -1.1949 1.8049 0.3275 -0.95
H -1.5131 2.0613 -0.6304 0.48
H -2.0937 1.5232 0.5130 0.48
O -0.4720 -1.7091 1.0345 -0.98
H -0.6997 -2.5470 0.6725 0.49
H -0.3465 -1.9607 2.0195 0.51

12
Properties=species:S:1:pos:R:3:nbo_charge:R:1 method="wB97M-V/def2-TZVPD" e_homo_ev=-7.62 multiplicity=1 relative_energy_kcal_mol=99.2
N -1.9880 -1.5520 -0.1458 -0.65
N -0.6890 -1.0751 -0.2960 -0.91
Si -0.0746 0.3321 0.5011 0.86
Si 1.7097 1.3362 -0.5716 0.30
H -2.0057 -2.4844 0.0693 0.34
H -2.3667 -0.9629 0.5770 0.35
H -0.0617 -1.6641 -0.8235 0.38
H -1.4616 1.2287 0.6751 -0.17
H 0.0599 -0.2053 1.8393 -0.18
H 1.8206 2.7492 -0.1146 -0.11
H 2.8088 1.0593 0.3051 -0.13
H 2.2484 1.2383 -2.0154 -0.08

23
Properties=species:S:1:pos:R:3:nbo_charge:R:1 method="wB97M-V/def2-TZVPD" e_homo_ev=-14.69 charge=+4 multiplicity=1 relative_energy_kcal_mol=46.2
Na -5.5613 0.4600 -3.8647 0.90
Na -3.7048 4.4329 -0.0591 0.98
Na -2.7132 -1.9210 4.8066 1.00
Na -7.4823 -1.2153 1.3064 0.93
Na -3.4325 -5.2784 -1.9731 1.00
Na 0.2982 1.4841 -5.0371 1.00
S -1.0622 -0.3807 -0.2628 2.58
O -1.2725 -0.9280 -1.5974 -1.13
O 0.0546 0.6275 -0.3009 -1.06
O -2.3576 0.1315 0.1151 -1.13
O -0.8239 -1.4659 0.6663 -1.06
O 1.5913 3.8647 3.0951 -0.92
H 0.7321 4.2856 3.0652 0.45
H 1.5877 3.2590 2.3539 0.47
O 0.7641 -6.5975 0.5223 -0.95
H 1.3663 -7.1325 1.0394 0.48
H 0.7976 -5.7335 0.9329 0.47
O 4.8427 -1.2525 0.6808 -0.93
H 4.2182 -1.5956 1.3200 0.46
H 4.4996 -0.3893 0.4496 0.46
O 2.6211 5.0348 -2.7956 -0.94
H 2.4652 4.4146 -2.0833 0.46
H 2.5716 5.8954 -2.3797 0.48

33
Properties=species:S:1:pos:R:3:nbo_charge:R:1 method="wB97M-V/def2-TZVPD" e_homo_ev="6.85 / 7.04" charge=-5 multiplicity=2 s2=0.759 relative_energy_kcal_mol=27.3
Zn -3.6150 7.1056 4.5477 1.75
S -5.7067 4.7771 5.7902 2.64
O -5.1496 4.5495 7.0916 -1.04
O -4.9012 5.7586 5.0277 -1.16
O -5.5237 3.5173 5.1053 -1.13
O -7.1479 5.1047 5.8432 -1.11
S -1.6824 5.6869 2.3355 2.62
O -2.8996 5.9644 3.1334 -1.14
O -0.5294 6.3136 2.9076 -1.13
O -1.5612 4.1908 2.3194 -1.14
O -1.7033 6.0726 0.9278 -1.16
S -2.0318 5.9732 7.0060 2.62
O -2.3512 6.2800 5.6154 -1.08
O -3.1857 5.8881 7.8284 -0.69
O -1.2073 4.7969 7.1710 -1.04
O -1.2925 7.0825 7.5182 -0.86
S -4.4224 9.2866 6.6900 2.65
O -4.5504 10.5910 6.0764 -1.18
O -3.1106 9.1808 7.3232 -1.11
O -5.3974 9.2796 7.7676 -1.12
O -4.6230 8.2624 5.7097 -1.16
O -7.1603 7.6019 5.3851 -1.07
H -6.2580 7.8786 5.5446 0.49
H -7.1473 6.6538 5.5164 0.49
O -4.6465 7.9446 2.9705 -0.95
H -4.2064 8.0526 2.1274 0.49
H -4.8705 8.8353 3.2402 0.49
O -5.9316 5.4347 2.5068 -0.91
H -5.8042 6.3746 2.6356 0.48
H -6.8586 5.3463 2.2855 0.42
O -2.2494 8.6747 4.3596 -0.95
H -1.3147 8.5157 4.4908 0.50
H -2.3202 9.6246 4.2650 0.47

12
Properties=species:S:1:pos:R:3:nbo_charge:R:1 method="wB97M-V/def2-TZVPD" e_homo_ev="0.96 / -7.10" charge=-1 multiplicity=2 s2=0.750 relative_energy_kcal_mol=13.5
O 0.1038 -0.6479 3.0204 -1.20
H -0.6098 -1.0755 2.5470 0.32
H -0.2936 -0.3558 3.8408 0.41
O 1.4710 1.5163 -1.6945 -0.98
H 1.3548 0.5670 -1.6549 0.49
H 1.7544 1.6862 -2.5928 0.44
O 0.2744 -1.2801 -0.5243 -1.23
H 0.8919 -1.6299 0.1180 0.43
H -0.5860 -1.4095 -0.1252 0.40
O -1.7858 0.7657 -0.8051 -1.00
H -1.0616 1.2597 -0.4208 0.47
H -1.5134 0.6040 -1.7084 0.45

12
Properties=species:S:1:pos:R:3:nbo_charge:R:1 method="wB97M-V/def2-TZVPD" e_homo_ev=-10.35 multiplicity=1 relative_energy_kcal_mol=50.4
O -15.5212 7.3697 3.7231 -0.96
H -14.5930 7.4079 3.4922 0.45
H -15.8430 6.5772 3.2934 0.47
O -15.3338 3.2993 1.0185 -0.93
H -16.1523 3.4611 0.5493 0.48
H -14.6905 3.8539 0.5772 0.47
O -17.8183 4.3588 2.7375 -0.93
H -18.3351 4.8366 3.3862 0.48
H -17.0813 4.9381 2.5438 0.45
O -15.2093 5.6259 2.3977 -0.95
H -15.7205 4.9412 1.9665 0.48
H -14.2977 5.3774 2.2444 0.49

| no. | strongest force on any atom (eV Å⁻¹) |
| --- | --- |
| 1 | 11.53 |
| 2 | 0.37 |
| 3 | 5.68 |
| 4 | 3.39 |
| 5 | 5.17 |
| 6 | 6.00 |
| 7 | 1.24 |
| 8 | 3.19 |